{
  "formula": "C13H21N2O3S",
  "method": "ωB97M-V with the def2-TZVPD basis set",
  "lumo_ev": [0.158, -0.139],
  "homo_energy_ha": [-0.32876, -0.35508],
  "s2": 0.75,
  "multiplicity": 2,
  "orbital_gap_ev": [9.104, 9.523],
  "species": ["H", "H", "C", "H", "N", "C", "C", "O", "H", "H", "H", "H", "H", "C", "H", "C", "H", "O", "H", "H", "H", "H", "O", "C", "S", "C", "C", "C", "H", "H", "N", "H", "H", "C", "H", "C", "C", "C", "H", "H"],
  "xyz": [[1.15599, 2.40912, -2.48055], [-1.23999, -3.07532, -0.12890], [-0.11270, 0.20790, 0.92217], [1.19989, 0.47322, 3.50028], [0.99541, -0.74589, 1.22033], [1.57437, -0.20609, -1.97667], [-1.43980, -0.45224, 0.50438], [3.60817, 0.93079, 3.19505], [0.12374, 1.46919, -3.62966], [3.38730, 1.12984, 1.23730], [0.48369, 2.00309, 3.89287], [1.88074, 0.07359, -2.98934], [-0.62292, 2.41071, -2.35636], [0.80688, 1.38829, 3.04751], [-3.01240, -2.03428, -2.10242], [0.76820, -1.64368, 2.00233], [-3.43494, -0.47154, -1.43999], [-0.85198, -0.79572, -3.08426], [-1.82389, -1.16630, 1.23787], [-2.17048, 0.36906, 0.47949], [-0.88911, 2.01105, 1.90042], [2.37535, 0.13636, -1.32144], [1.84702, 2.03505, 2.30844], [0.26205, 0.57293, -1.65525], [0.61821, -2.69323, 3.18777], [0.25755, 1.80384, -2.60025], [-0.41470, 1.06855, 2.18436], [-1.44293, -1.09008, -0.89142], [-0.33654, 2.03255, -0.17007], [0.31853, -2.41001, -0.58353], [-0.97792, -0.18250, -1.95873], [1.32737, 1.49874, -0.02534], [-0.83785, -2.97722, -1.83348], [3.00177, 1.32205, 2.24954], [-3.39483, -1.89104, -0.34228], [-0.72778, -2.46220, -0.87971], [-2.93153, -1.41655, -1.20770], [0.31406, 1.15434, -0.22728], [1.46468, -1.28756, -1.98688], [-1.14029, 0.52260, 2.79924]],
  "forces_ev_per_a": [[0.0, -0.1, -0.1], [0.1, 0.1, 0.0], [-0.5, 1.3, -0.5], [0.1, 0.1, -0.1], [-1.2, -0.7, 0.3], [-0.4, 0.2, -0.6], [0.4, 0.7, -0.7], [-0.2, -0.2, 0.4], [0.3, 0.0, 0.0], [-0.3, 0.5, -0.2], [0.2, 0.2, -0.2], [-0.1, -0.2, 0.1], [0.2, 0.1, 0.0], [-0.6, -0.5, 0.9], [0.0, -0.1, 0.2], [0.8, -0.2, 1.1], [-0.2, -0.1, 0.2], [-0.8, 0.5, -0.2], [0.3, -0.1, 0.0], [0.1, 0.0, 0.1], [0.0, -0.2, -0.2], [-0.1, -0.3, 0.1], [-0.1, -0.4, -0.6], [1.1, 1.7, -0.2], [0.0, 0.6, -1.1], [-0.9, -0.3, 0.3], [0.7, -0.1, 0.1], [-1.7, -1.5, 0.4], [0.0, -0.1, -0.1], [0.0, 0.0, -0.2], [2.0, -1.3, 0.4], [-0.1, 0.1, -0.1], [0.1, 0.2, 0.0], [0.5, 0.1, -0.1], [-0.1, -0.1, -0.2], [0.0, 0.1, 0.3], [0.4, 0.7, -0.3], [-0.5, -0.7, 0.3], [0.1, 0.0, 0.3], [0.2, 0.1, 0.2]]
}